## i
An isolated molecule of C2H9N3O, computed with the ωB97M-V functional and the def2-TZVPD basis.

Each line ends with the Mulliken charge.
Cartesian coordinates (Å):
C 0.686 -1.600 -0.134  -0.834
N -0.071 -0.846 0.850  -0.449
C 0.028 0.560 0.691  0.129
O -0.315 1.171 1.892  -0.525
N -1.021 0.952 -0.327  -0.426
N -0.525 1.196 -1.659  -0.534
H 0.183 -1.595 -1.105  0.219
H 0.755 -2.644 0.188  0.335
H 1.706 -1.222 -0.257  0.328
H 0.350 -1.019 1.824  0.250
H 1.025 0.919 0.414  0.394
H -1.185 1.555 1.692  0.318
H -1.690 0.177 -0.317  0.291
H 0.108 1.998 -1.689  0.265
H -0.034 0.397 -2.065  0.240

Calculated values
orbital gap = 9.90 eV
SMILES string = CN[C@H](O)NN
E_LUMO = 0.9629 eV
E_HOMO = -8.94 eV
net charge = 0

## ii
An isolated molecule of C2H9N3O, computed with the ωB97M-V functional and the def2-TZVPD basis.

Each line ends with the Mulliken charge.
Cartesian coordinates (Å):
C -1.452 0.960 -0.054  -1.329
C -0.723 -0.394 -0.251  0.234
O -1.570 -1.364 0.227  -0.543
N 0.592 -0.412 0.443  -0.043
N 1.214 -1.547 -0.220  -0.583
N 1.214 0.807 0.374  -0.557
H -1.153 1.365 0.879  0.420
H -2.501 0.748 -0.141  0.379
H -1.143 1.530 -0.865  0.374
H -0.445 -0.525 -1.313  0.333
H -1.717 -1.243 1.180  0.352
H 1.343 -1.239 -1.247  0.221
H 2.183 -1.909 0.189  0.270
H 1.294 1.170 -0.548  0.178
H 2.210 0.733 0.735  0.294

Calculated values
orbital gap = 10.06 eV
SMILES string = C[C@H](O)N(N)N
E_LUMO = 1.0838 eV
E_HOMO = -8.98 eV
net charge = 0

## iii
A cluster of 2 separate species, C2H9N3O in total, computed with the ωB97M-V functional and the def2-TZVPD basis.

Each line ends with the Mulliken charge.
Cartesian coordinates (Å):
C 1.257 -1.047 -0.615  -0.704
N 1.522 -0.275 0.579  -0.287
C 0.683 0.854 0.818  -0.346
O 0.626 1.791 -0.203  -0.565
H 2.503 -0.083 0.746  0.238
H 0.984 1.335 1.756  0.332
H 0.272 -1.508 -0.524  0.143
H 2.008 -1.827 -0.711  0.351
H 1.252 -0.433 -1.523  0.276
N -2.631 -0.230 -0.168  -0.074
N -1.782 0.642 -0.165  -0.507
H -2.561 -1.109 -0.733  0.219
H -3.461 -0.222 0.468  0.246
H -0.260 1.640 -0.630  0.447
H -0.412 0.474 0.905  0.231

Calculated values
orbital gap = 9.01 eV
E_LUMO = 0.5092 eV
E_HOMO = -8.51 eV
net charge = 0

Which one is most stable, and which one is least stable? i is the most stable of them, while iii is the least stable.